# C28H78N6O10

8 unconnected molecules or ions with the total composition C28H78N6O10 at a distorted geometry (ωB97M-V/def2-TZVPD, the Open Molecules 2025 dataset).

- ΔE to the lowest compared entry with this formula, charge and spin: 6.094 eV
- E: -2194.32929 a.u.
- LUMO energy: 0.31 eV
- Kohn-Sham gap: 8.41 eV

ORCA input file:
```
! RIJCOSX wB97M-V def2-TZVPD def2/J DEFGRID3
* xyz 0 1
C -21.502 -17.412 23.990
C -22.345 -16.539 23.073
C -21.576 -15.580 22.167
O -20.577 -16.220 21.398
C -19.675 -15.284 20.874
N -23.335 -17.289 22.276
H -21.166 -16.966 24.927
H -20.650 -17.925 23.536
H -22.174 -18.225 24.288
H -22.852 -15.917 23.824
H -21.021 -14.941 22.856
H -22.323 -15.088 21.536
H -19.062 -15.765 20.112
H -18.960 -14.817 21.566
H -20.242 -14.440 20.463
H -23.501 -18.212 22.662
H -22.823 -17.479 21.413
C -21.948 -14.517 17.274
C -20.537 -13.983 17.455
C -19.492 -14.653 16.569
O -18.254 -14.077 16.975
C -17.108 -14.839 16.668
N -20.500 -12.504 17.298
H -22.197 -14.546 16.208
H -22.709 -14.034 17.876
H -21.909 -15.571 17.575
H -20.256 -14.178 18.493
H -19.647 -14.465 15.499
H -19.474 -15.744 16.656
H -16.179 -14.281 16.635
H -17.267 -15.330 15.699
H -17.026 -15.702 17.340
H -20.766 -12.371 16.324
H -19.497 -12.405 17.453
C -24.020 -5.102 16.288
C -23.844 -6.606 16.103
C -23.625 -7.049 14.636
O -24.456 -8.083 14.190
C -23.960 -8.690 13.005
N -22.949 -7.265 17.018
H -23.293 -4.640 15.614
H -23.883 -4.851 17.340
H -25.043 -4.762 16.121
H -24.845 -7.020 16.302
H -22.573 -7.363 14.548
H -23.656 -6.127 14.037
H -22.883 -8.833 13.120
H -24.243 -8.185 12.081
H -24.395 -9.691 13.009
H -21.955 -7.174 16.863
H -23.189 -7.014 17.967
C -17.644 -12.960 26.302
C -17.807 -12.384 24.887
C -19.083 -12.943 24.249
O -20.197 -12.655 25.056
C -21.458 -12.961 24.556
N -17.857 -10.920 24.968
H -16.690 -12.746 26.782
H -17.731 -14.054 26.308
H -18.460 -12.685 26.973
H -16.932 -12.680 24.308
H -18.975 -14.037 24.157
H -19.269 -12.547 23.244
H -21.614 -14.037 24.477
H -21.727 -12.460 23.619
H -22.230 -12.618 25.247
H -18.818 -10.691 25.220
H -17.747 -10.578 24.019
C -26.824 -11.577 18.687
C -26.004 -12.853 18.738
C -25.412 -13.265 17.365
O -26.325 -13.044 16.321
C -27.464 -13.855 16.287
N -25.053 -12.780 19.819
H -26.119 -10.794 18.383
H -27.131 -11.340 19.704
H -27.651 -11.519 17.985
H -26.577 -13.755 18.994
H -24.945 -14.259 17.379
H -24.533 -12.637 17.169
H -27.193 -14.903 16.464
H -28.001 -13.680 15.358
H -28.184 -13.606 17.082
H -24.724 -13.641 20.228
H -24.249 -12.167 19.765
C -18.246 -10.932 18.981
C -18.205 -11.716 20.277
C -16.967 -12.617 20.405
O -17.110 -13.309 21.638
C -16.289 -14.460 21.751
N -18.295 -10.835 21.455
H -17.722 -11.418 18.157
H -17.754 -9.957 19.112
H -19.209 -10.565 18.626
H -19.042 -12.427 20.346
H -16.039 -12.028 20.449
H -16.905 -13.298 19.548
H -16.777 -15.084 22.502
H -15.296 -14.174 22.100
H -16.242 -15.112 20.876
H -18.027 -9.925 21.095
H -17.606 -11.189 22.108
C -21.858 -10.861 20.176
C -22.977 -9.893 20.498
O -23.655 -9.322 19.375
O -22.219 -12.093 19.591
H -21.216 -11.025 21.047
H -21.202 -10.245 19.543
H -22.568 -9.037 21.050
H -23.786 -10.219 21.158
H -23.191 -9.554 18.561
H -21.824 -12.136 18.694
C -20.406 -7.299 23.163
C -20.014 -6.924 21.746
O -20.086 -5.528 21.547
O -19.694 -6.520 24.125
H -20.187 -8.354 23.347
H -21.479 -7.094 23.148
H -20.566 -7.510 21.011
H -18.950 -7.216 21.634
H -19.648 -5.157 22.328
H -18.814 -6.920 24.116
*
```

These are the Mulliken partial charges, in e, on atoms 1 to 2: -1.40 0.46